A molecular structure, C58H40BiCl2N6O6P2SSe2 in a non-equilibrium geometry. Source: OMol25; level of theory: ωB97M-V/def2-TZVPD.

CARTESIAN COORDINATES (ANGSTROEM)
1 Bi 0.7816 -1.2184 2.1607
2 Se 2.0534 1.9026 -0.6413
3 Se -1.7778 -1.9169 -4.9771
4 Cl 5.8709 1.5220 -1.0028
5 Cl 6.1115 -0.5113 -3.2038
6 S 1.1095 -0.4143 4.6111
7 P 0.4655 1.5157 -1.9181
8 P -2.6506 -0.6302 -3.4567
9 O 2.6818 -2.6811 3.2725
10 O -2.5859 0.6042 3.5779
11 O 5.3839 -7.4144 0.9091
12 O 1.1789 -3.0587 0.9498
13 O 4.4286 -8.1397 -0.8872
14 O -1.0566 -3.7106 3.1115
15 N -1.9849 -1.4648 -0.9835
16 N 4.4491 -7.3847 0.1664
17 N 2.6449 1.1439 2.4396
18 N -1.2318 -1.4669 3.1080
19 N -1.2042 -1.2203 0.0386
20 N -0.3979 -0.2124 -0.1740
21 C -2.6898 1.4129 -5.4166
22 C -2.5675 -0.6344 6.4085
23 C 3.3079 -3.6893 2.8664
24 C 3.5065 -6.4087 0.4170
25 C 4.8650 2.0884 2.7246
26 C -1.8452 4.5042 -0.7158
27 C -1.7185 -0.4861 -1.8521
28 C 1.3164 -5.2477 0.0003
29 C 2.1184 -0.2794 -5.7885
30 C 2.8119 -4.5234 1.8075
31 C -4.4030 -0.9866 -3.0979
32 C -4.0335 3.2517 -3.7099
33 C 0.5620 2.5177 2.7213
34 C -1.3857 5.0220 -2.9771
35 C -0.4093 1.3537 3.0901
36 C -1.8161 1.4642 2.8228
37 C -1.5774 3.8002 2.8635
38 C -2.1705 -1.1956 5.1405
39 C 2.7337 3.5465 3.0070
40 C 4.5569 -0.2101 2.1792
41 C 2.1938 -6.3094 -0.2501
42 C -3.0405 2.7041 -5.8296
43 C 4.0853 0.9595 2.4487
44 C 0.9726 -0.3844 -3.6659
45 C -2.0236 5.3593 -1.8163
46 C -3.8268 3.5602 -5.0785
47 C 1.6238 -1.0175 -4.8084
48 C -0.3205 0.4612 4.0701
49 C 5.9316 -0.3926 1.9105
50 C 1.0201 0.9585 -3.5815
51 C -6.3197 -0.6397 -1.6227
52 C -4.9882 -0.4021 -1.9763
53 C -6.5291 -1.9515 -3.6290
54 C 4.1795 3.2981 2.9992
55 C -3.5463 2.0224 -3.2142
56 C -1.3358 3.3255 -0.8349
57 C -1.5434 -0.4912 4.0884
58 C -7.0330 -1.4469 -2.4440
59 C -2.0956 -2.5229 4.8725
60 C -2.4665 2.8267 2.9822
61 C -0.6281 0.2498 -1.3787
62 C -0.6512 2.9886 -2.1267
63 C -0.6694 3.8693 -3.1662
64 C 1.7676 -4.2273 0.9852
65 C 1.6881 1.8008 -4.5088
66 C -2.8870 -1.6133 7.4138
67 C -2.9475 1.0873 -4.0843
68 C -5.2146 -1.7678 -3.9302
69 C 6.2394 1.9721 2.5847
70 C -2.8823 -2.9684 7.1569
71 C 6.8486 0.7418 2.2622
72 C -2.4532 -3.4342 5.9358
73 C 3.7125 -5.4755 1.4841
74 C 2.2355 1.1172 -5.6642
75 C 5.6385 -0.1211 -1.5349
76 C 2.0648 2.2958 2.6378
77 C -1.3840 -2.6664 3.5769
78 C -0.0559 3.6655 2.6143
79 H -2.9937 -0.9671 8.5188
80 H -2.4396 6.4769 -1.3575
81 H 4.5938 -0.2977 -1.5366
82 H 0.5332 4.8919 2.5681
83 H 6.3389 -0.8511 -0.9005
84 H 4.7430 4.0929 3.4434
85 H 1.4951 -2.0443 -4.9740
86 H -1.3312 2.7392 -0.1380
87 H 7.9627 0.2036 2.3811
88 H 2.6710 1.7128 -6.3493
89 H -3.6808 1.7782 -2.1873
90 H 4.2004 -3.8719 3.4305
91 H 2.1409 -6.7909 -1.4036
92 H -3.5372 2.8246 3.2004
93 H -2.7618 3.0305 -6.7494
94 H -4.0749 4.4712 -5.5631
95 H 4.6812 -5.7624 2.0360
96 H -1.7082 5.5809 -4.1390
97 H -2.2573 0.6237 -6.0985
98 H -2.0424 4.8963 0.3619
99 H -4.5399 3.9563 -3.0490
100 H -2.5746 0.4396 6.5738
101 H 1.7019 2.7943 -4.3563
102 H -8.2731 -1.7297 -2.2290
103 H 3.9174 -1.1860 2.1441
104 H -2.0821 1.0980 1.8736
105 H 2.4945 -0.7313 -6.6608
106 H -4.2592 0.1319 -1.4327
107 H 1.7817 4.1471 3.1927
108 H -0.0543 3.5139 -4.2539
109 H -2.0137 4.7475 2.8643
110 H 0.5266 -5.2547 -0.6463
111 H 7.0330 2.8637 3.0030
112 H -7.0932 -2.6362 -4.1856
113 H -6.6941 -0.1183 -0.5464
114 H -2.1147 -4.5003 5.7610
115 H 0.4877 -0.9714 -2.9860
116 H 6.3665 -1.4016 2.2057
117 H -4.7956 -2.3847 -4.6312
118 H -3.1396 -3.4908 8.3469

Summary:
LUMO level (spin up / spin down) ... 3.080 / 3.080 eV
Frontier orbital gap (spin up / spin down) ... 3.130 / 6.040 eV
F_max ... 11.00 eV Å⁻¹
Multiplicity ... 2
HOMO energy (spin up / spin down) ... -0.1 / -3.0 eV
Total charge ... -2